This record from the OMol25 dataset describes a structure of composition C28H72CsN5O13 in a non-equilibrium geometry. The level of theory is the ωB97M-V functional and the def2-TZVPD basis.

For the frontier orbital gap, the calculation gives 0.243 Ha. For the relative energy (zero: lowest compared OMol25 entry of this formula, charge and spin), the calculation gives 0.0 kcal/mol. Its charge is +2.

Geometry as XYZ:
```
119
Properties=species:S:1:pos:R:3:forces:R:3:mulliken_charge:R:1
Cs 12.810 -21.982 6.483 0.3 0.6 -0.1 0.1780
C 15.676 -19.142 1.130 0.5 -0.9 0.6 -1.4764
C 14.422 -20.022 1.060 0.1 1.5 -1.3 0.5248
C 14.187 -20.598 -0.391 0.4 -1.2 1.5 -0.7885
O 13.004 -21.359 -0.471 -0.3 1.7 0.6 -0.3469
C 11.865 -20.499 -0.745 -1.4 -1.6 -0.9 -0.8125
N 14.524 -21.126 2.104 -0.2 -0.2 -1.4 0.4273
H 15.242 -21.794 1.863 0.3 -0.3 -0.6 0.5056
H 14.755 -20.906 3.062 0.1 1.4 1.2 -0.3042
H 13.642 -21.613 2.174 -1.1 -0.2 -0.1 0.3206
H 16.549 -19.766 0.938 0.2 -0.2 -0.1 0.3811
H 15.813 -18.791 2.152 0.0 0.3 0.0 0.2483
H 15.780 -18.311 0.432 -0.7 -0.1 0.0 0.4285
H 13.562 -19.394 1.293 -0.3 -0.4 0.5 0.1830
H 14.993 -21.309 -0.576 0.3 -0.1 -0.2 0.3517
H 14.231 -19.856 -1.189 0.0 0.5 0.4 0.4091
H 10.986 -20.979 -0.316 0.2 -0.2 0.2 0.2479
H 11.712 -20.559 -1.822 0.1 0.3 -0.2 0.3567
H 11.742 -19.464 -0.428 1.2 0.0 0.5 0.3668
C 14.180 -16.477 5.145 -1.0 -0.1 -0.8 -1.4257
C 13.768 -17.293 6.345 -0.5 -0.3 1.2 0.3160
C 12.478 -18.179 6.287 0.2 0.6 -0.9 -0.8295
O 12.276 -18.958 7.424 0.4 -1.9 -0.8 0.2657
C 11.647 -18.398 8.544 0.1 1.1 -0.3 -0.8675
N 14.977 -18.066 6.845 -1.0 0.9 -0.4 0.4351
H 15.257 -18.682 6.096 0.7 -0.5 -0.8 -0.2571
H 15.682 -17.373 7.050 0.6 0.0 -0.3 0.4722
H 14.870 -18.608 7.690 -0.8 -0.7 1.2 0.0815
H 13.324 -15.822 4.982 0.3 0.6 0.0 0.4824
H 14.274 -16.979 4.182 0.2 -0.6 0.3 0.1207
H 15.112 -15.938 5.315 -0.2 0.2 0.1 0.4110
H 13.533 -16.550 7.107 0.3 -0.1 0.4 0.3112
H 12.452 -18.775 5.375 0.6 -0.8 0.1 0.2066
H 11.581 -17.596 6.080 0.1 0.9 0.3 0.4767
H 12.294 -17.579 8.858 -0.2 -0.1 0.9 0.2477
H 11.482 -19.170 9.295 0.4 0.2 0.0 0.1750
H 10.685 -17.967 8.265 -0.3 0.0 -0.1 0.3445
C 10.902 -25.566 4.275 -0.2 1.4 -1.1 -1.6067
C 10.835 -26.368 5.540 1.2 0.1 -0.3 0.5989
C 12.262 -26.731 5.986 0.7 -0.1 -0.1 -0.9230
O 12.879 -25.582 6.554 0.0 -0.5 0.3 -0.0262
C 14.287 -25.695 6.810 -0.2 0.5 0.5 -0.7373
N 10.029 -25.596 6.623 1.5 -1.5 -0.4 0.0200
H 10.534 -24.897 7.149 0.7 2.2 -0.9 -0.1070
H 9.189 -25.279 6.161 -0.3 0.4 0.5 0.3575
H 9.897 -26.088 7.495 -1.2 -1.6 0.0 0.4339
H 11.333 -26.105 3.432 -0.2 -0.7 0.3 0.4425
H 11.517 -24.666 4.235 0.0 0.2 0.8 0.3524
H 9.907 -25.262 3.953 -0.1 0.0 -0.1 0.4279
H 10.283 -27.255 5.229 -0.2 -0.2 0.9 0.1886
H 12.881 -27.041 5.144 -0.5 0.2 -0.8 0.4815
H 12.343 -27.655 6.558 -0.4 0.3 1.1 0.4402
H 14.553 -24.790 7.356 0.0 0.1 -0.2 -0.0044
H 14.924 -25.758 5.928 -0.4 0.0 -0.4 0.4071
H 14.565 -26.507 7.482 -0.4 -0.4 -0.1 0.3866
C 16.554 -27.941 10.874 -0.1 0.4 0.6 -1.3562
C 17.362 -26.679 10.621 0.4 -0.4 -2.5 0.1157
C 16.622 -25.585 9.778 0.6 1.0 -0.2 -0.1398
O 17.537 -24.578 9.401 0.6 0.6 0.5 -0.4283
C 17.072 -23.600 8.440 -0.1 -0.3 -0.6 -0.6865
N 17.931 -26.097 11.883 -1.0 0.4 0.0 -0.2193
H 18.425 -25.225 11.753 0.4 0.5 -0.7 0.3375
H 17.138 -25.840 12.453 -0.4 0.0 0.7 0.3977
H 18.541 -26.696 12.421 0.1 -0.6 0.1 0.3594
H 15.849 -27.657 11.655 -0.4 -0.8 0.0 0.4075
H 17.187 -28.791 11.132 0.1 0.3 0.7 0.4019
H 16.063 -28.355 9.993 -0.3 0.8 -0.1 0.3376
H 18.223 -27.047 10.062 0.2 0.7 -0.2 0.2415
H 15.807 -25.077 10.292 -0.4 -0.4 0.6 0.3569
H 16.199 -25.952 8.842 0.0 -1.0 0.2 -0.0704
H 16.136 -23.068 8.609 -0.2 -0.1 1.0 0.3085
H 16.923 -24.098 7.481 0.3 -0.2 -0.3 0.3661
H 17.812 -22.813 8.300 0.2 -0.4 0.3 0.2976
C 6.860 -20.373 7.693 -0.5 -0.3 1.7 -1.2241
C 6.534 -21.743 8.308 1.3 -0.4 -0.1 0.3561
C 5.076 -22.161 8.466 0.5 -0.2 2.3 -1.0042
O 4.470 -22.397 7.299 -0.2 -0.1 -3.7 -0.3102
C 3.269 -21.732 7.064 -2.0 0.1 -0.1 -0.8320
N 7.281 -22.827 7.528 -1.2 0.0 -0.9 0.0675
H 8.279 -22.761 7.668 1.4 0.1 0.7 -0.1168
H 6.964 -23.728 7.857 0.0 -0.4 0.3 0.4385
H 7.132 -22.792 6.529 -0.5 0.2 -0.5 0.3979
H 6.077 -20.033 7.015 0.6 -0.1 -0.5 0.3208
H 7.913 -20.307 7.419 -0.2 -0.1 -0.8 0.3743
H 6.843 -19.684 8.538 -0.3 0.2 0.1 0.3692
H 7.121 -21.924 9.209 -0.6 0.7 0.8 0.3424
H 4.512 -21.483 9.107 0.3 0.6 0.0 0.5020
H 4.966 -23.106 8.998 0.8 -0.3 0.7 0.4898
H 2.510 -22.145 7.728 -0.1 0.5 0.7 0.3431
H 2.771 -21.934 6.116 1.0 -0.5 -0.5 0.2707
H 3.305 -20.643 7.089 0.4 0.1 0.5 0.3428
C 14.599 -21.155 10.989 0.3 -1.3 -0.5 -0.7410
C 14.657 -20.413 9.635 -0.2 1.2 2.5 0.7134
O 14.353 -19.220 9.706 -0.4 1.7 -0.1 -0.7486
O 14.982 -20.977 8.601 0.6 -2.4 -2.3 -0.6967
H 13.649 -21.688 11.012 -0.3 0.5 0.4 -0.0814
H 14.823 -20.586 11.891 -0.5 0.3 -0.4 0.3806
H 15.278 -22.007 11.010 0.5 -0.1 -0.3 0.1312
C 9.696 -20.321 4.216 0.2 -0.6 0.7 -0.7535
C 10.872 -20.540 3.223 -0.5 2.9 -1.0 0.4531
O 11.726 -21.423 3.444 0.7 -1.4 0.6 -0.5101
O 10.926 -19.660 2.316 0.1 -1.3 0.8 -0.7201
H 8.885 -21.044 4.136 -0.3 0.1 -0.8 0.3615
H 9.335 -19.292 4.203 -0.1 -0.2 -0.4 0.3437
H 9.984 -20.538 5.244 0.6 0.2 0.3 -0.0168
C 17.565 -21.103 4.575 0.3 0.4 0.5 -1.2542
C 16.484 -20.015 4.690 0.5 1.8 -1.2 1.0547
O 16.750 -18.779 4.527 0.2 -2.1 0.6 -0.7229
O 15.303 -20.417 4.889 -0.9 -0.8 0.2 -0.5166
H 17.832 -21.389 5.592 0.1 0.1 0.2 0.1727
H 18.483 -20.761 4.096 -0.2 0.1 -0.1 0.3532
H 17.222 -22.046 4.150 -0.3 0.2 -0.3 0.2931
C 11.696 -23.256 10.117 -1.2 1.1 -1.4 -0.6727
C 10.292 -23.165 9.367 -1.4 -4.0 3.3 0.4289
O 10.211 -22.870 8.168 0.6 1.0 -2.7 -0.5158
O 9.288 -23.684 9.984 1.7 1.4 -0.7 -0.7725
H 11.549 -22.740 11.066 0.4 -0.2 0.0 0.4048
H 12.423 -22.756 9.478 0.2 0.4 0.3 -0.0825
H 12.090 -24.266 10.232 -0.6 -0.2 0.2 0.2587
```
Forces are in eV/Å.